[1]
95
Properties=species:S:1:pos:R:3:lowdin_charge:R:1 method="wB97M-V/def2-TZVPD" homo_energy_ha=-0.2087 e_tot_ha=-3599.62177 e_above_lowest_kcal_mol=72.69 lumo_ev=1.2 fmax_ev_per_a=2.62 charge=-1
C 0.9780 -2.2967 -3.9703 -0.06
C 2.3480 -2.8019 -3.6364 -0.22
H 1.1270 -1.4524 -4.6610 0.07
H 0.3744 -1.9471 -3.1254 0.00
H 0.3987 -3.0648 -4.5098 0.09
C 3.3345 -2.8325 -4.5615 -0.17
C 3.1931 -2.6375 -6.0250 -0.11
H 4.3489 -3.0768 -4.2265 0.10
H 2.6978 -1.6903 -6.2707 0.07
H 2.6394 -3.4744 -6.4831 0.08
H 4.2060 -2.6161 -6.4413 0.06
Pb 0.1435 -3.7947 -0.0261 1.07
Cl -1.5849 -2.9389 -1.6372 -0.16
C 0.5381 -0.9578 3.5703 -0.31
O -0.1800 -0.2388 2.8719 0.01
N 1.6327 -0.5163 4.2396 -0.20
C 2.0400 0.8790 4.1937 -0.05
C 2.5245 -1.4309 4.9323 -0.07
H 0.3600 -2.0505 3.7217 0.14
H 1.1734 1.5004 3.9507 0.09
H 2.8294 1.0324 3.4399 0.07
H 2.4546 1.1448 5.1751 0.08
H 1.9684 -2.3191 5.2547 0.08
H 2.9475 -0.9141 5.8032 0.08
H 3.3562 -1.7536 4.2853 0.09
H -2.9496 3.2092 4.3075 0.08
H -5.0343 2.4342 3.3460 0.08
C -2.7302 3.7472 3.3779 -0.05
C -4.8030 2.8974 2.3737 -0.06
N -3.3618 3.0552 2.2697 -0.19
H -1.6545 3.7905 3.2141 0.08
C -2.7031 2.9154 1.0879 -0.32
O -1.5521 3.3047 0.8767 -0.02
H -5.1572 2.2484 1.5631 0.08
H -3.3078 2.4198 0.3093 0.13
H -3.1272 4.7664 3.4886 0.09
H -5.3173 3.8738 2.3187 0.09
H -2.3204 1.9347 -3.1416 0.09
H -0.0250 1.7885 -4.8777 0.09
C -2.1022 2.9410 -3.5435 -0.06
C 0.1329 2.8551 -4.6393 -0.06
N -0.6809 3.2494 -3.4933 -0.22
H -2.6350 3.6937 -2.9478 0.09
C -0.1056 3.7607 -2.3654 -0.38
O 1.1083 3.8896 -2.1909 -0.06
H 1.1809 3.0606 -4.3862 0.08
H -0.8654 4.0458 -1.6025 0.13
H -2.4308 2.9879 -4.5893 0.08
H -0.1695 3.4447 -5.5226 0.08
O 1.6769 -3.6465 -1.4189 -0.56
C 2.7154 -3.5714 -2.3435 -0.36
C 4.7497 -1.9867 -2.1283 -0.08
C 4.0204 -3.1027 -1.6931 -0.19
H 4.2980 -1.2881 -2.8469 0.11
C 6.0910 -1.8273 -1.7536 -0.08
H 3.0178 -4.5764 -2.7645 0.16
C 4.5386 -3.8972 -0.6618 -0.04
H 6.6675 -1.0376 -2.2470 0.10
C 6.6638 -2.7404 -0.8694 -0.11
C 5.8760 -3.7368 -0.2781 -0.09
H 3.9129 -4.6878 -0.2369 0.11
H 7.7300 -2.6625 -0.6368 0.09
H 6.2992 -4.4516 0.4302 0.09
Si 2.1943 1.2103 -0.3372 0.12
Cl 0.5023 1.0000 -1.3907 0.50
C 3.4322 1.6223 -1.7251 -0.22
C 2.7771 -0.4423 0.3796 -0.17
C 1.6427 2.2919 1.0770 -0.21
H 4.4854 1.4754 -1.4348 0.02
H 3.3062 2.6485 -2.0931 0.01
H 3.2122 0.9808 -2.5947 0.02
H 1.3256 3.2809 0.7187 0.03
H 2.3730 2.4139 1.8891 0.01
H 0.7413 1.8120 1.5014 0.03
H 3.4788 -0.9810 -0.2789 0.01
H 1.8765 -1.0408 0.5444 0.00
H 3.2669 -0.3082 1.3542 0.02
O -2.1523 -1.8411 1.3233 -0.12
C -2.7583 -0.7750 1.0875 -0.70
O -2.4248 0.2320 0.4415 -0.02
C -4.1676 -0.6364 1.6829 -0.09
C -4.3046 -0.4597 3.0552 0.08
C -5.5986 -0.3710 3.6259 -0.15
C -6.7619 -0.4862 2.8557 0.07
C -6.5956 -0.5983 1.4729 -0.13
C -5.3077 -0.7019 0.8801 0.09
N -7.7777 -0.5381 0.6370 -0.32
O -8.8920 -0.4684 1.2019 0.04
O -7.6594 -0.5697 -0.6045 0.06
N -5.7236 -0.0830 5.0387 -0.32
O -4.6726 0.0686 5.6999 0.05
O -6.8675 0.0194 5.5300 0.04
H -3.4404 -0.3492 3.7121 0.14
H -7.7531 -0.4493 3.3047 0.13
H -5.2527 -0.8092 -0.2034 0.14

---

[2]
88
Properties=species:S:1:pos:R:3:lowdin_charge:R:1 method="wB97M-V/def2-TZVPD" homo_energy_ha=-0.3161 e_tot_ha=-1950.83059 e_above_lowest_kcal_mol=0.15 smiles="CC(C)C[C@H](NC(=O)OC(C)(C)C)c1cn([C@@H](Cc2ccc(O)cc2)C(=O)N2CCN(C(=O)OC(C)(C)C)CC2)nn1" lumo_ev=0.6 fmax_ev_per_a=1.22 charge=0
C 0.5976 -2.6030 -4.8549 -0.08
H 1.4414 -1.9172 -4.8911 0.07
H 0.8434 -3.4141 -4.1723 0.08
H 0.4557 -3.0233 -5.8476 0.07
C -0.6690 -1.8837 -4.3931 -0.43
C -1.8506 -2.8500 -4.3696 -0.06
H -1.9363 -3.3574 -5.3278 0.08
H -1.7140 -3.6029 -3.5956 0.08
H -2.7815 -2.3207 -4.1867 0.06
C -0.4201 -1.2546 -3.0187 -0.13
H -0.2149 -2.0435 -2.2905 0.12
H 0.4586 -0.6066 -3.0740 0.12
C -1.5989 -0.4113 -2.4985 -0.26
N -1.9608 0.6182 -3.4437 0.14
C -3.1627 0.6510 -4.0603 -0.55
O -4.0068 -0.2073 -3.9411 0.08
O -3.2469 1.7577 -4.8198 0.04
C -4.4234 2.0046 -5.6250 -0.58
C -5.6573 2.1457 -4.7337 -0.02
H -6.5183 2.4150 -5.3390 0.09
H -5.4919 2.9207 -3.9882 0.09
H -5.8602 1.2069 -4.2260 0.08
C -4.6110 0.8835 -6.6472 -0.02
H -4.8152 -0.0549 -6.1393 0.08
H -3.7100 0.7706 -7.2466 0.09
H -5.4443 1.1204 -7.3027 0.09
C -4.1193 3.3270 -6.3306 -0.02
H -4.9523 3.6077 -6.9682 0.09
H -3.9527 4.1106 -5.5963 0.09
H -3.2236 3.2278 -6.9379 0.09
H -1.3378 1.4049 -3.5355 0.15
C -1.2174 0.2123 -1.1953 -0.23
C -1.4862 -0.1829 0.0992 0.03
N -0.8491 0.7298 0.8664 -0.10
N -0.2348 1.6191 0.0968 0.04
N -0.4460 1.3202 -1.1293 0.08
C -0.7529 0.7683 2.3021 -0.17
H -0.1134 1.6184 2.5585 0.15
C -2.1334 0.9632 2.9504 -0.09
C -1.9788 1.4657 4.3590 -0.24
C -1.9819 0.5873 5.4324 -0.03
C -1.8121 1.0513 6.7238 -0.02
C -1.6338 2.4087 6.9607 -0.32
C -1.6247 3.2956 5.8883 -0.01
C -1.7942 2.8219 4.6034 -0.04
H -1.7901 3.5185 3.7772 0.12
H -1.4868 4.3467 6.0846 0.12
O -1.4647 2.9104 8.2139 0.05
H -1.5019 2.1948 8.8599 0.11
H -1.8191 0.3573 7.5541 0.11
H -2.1088 -0.4693 5.2541 0.11
H -2.6618 0.0090 2.9505 0.12
H -2.6953 1.6859 2.3549 0.13
C -0.1152 -0.5593 2.7613 -0.39
O -0.7798 -1.4194 3.3050 0.07
N 1.1983 -0.7180 2.5024 -0.03
C 2.0673 0.1436 1.7295 -0.11
H 2.9764 0.3227 2.3152 0.14
C 2.4502 -0.5628 0.4185 -0.10
N 3.0455 -1.8444 0.7089 -0.03
C 4.3747 -2.1217 0.5904 -0.52
O 4.8619 -3.1541 0.9895 0.09
O 5.0228 -1.1307 -0.0392 0.02
C 6.4348 -1.2557 -0.3431 -0.57
C 6.6772 -2.4533 -1.2602 -0.02
H 7.7221 -2.4815 -1.5554 0.09
H 6.0595 -2.3718 -2.1521 0.09
H 6.4300 -3.3768 -0.7443 0.08
C 6.7693 0.0498 -1.0662 -0.02
H 6.5645 0.8991 -0.4194 0.09
H 7.8187 0.0609 -1.3440 0.09
H 6.1634 0.1451 -1.9634 0.09
C 7.2456 -1.3770 0.9465 -0.02
H 6.9919 -2.2986 1.4628 0.08
H 7.0352 -0.5343 1.6021 0.09
H 8.3061 -1.3837 0.7116 0.09
C 2.2079 -2.7061 1.5128 -0.10
H 1.3034 -2.9510 0.9457 0.13
C 1.8245 -1.9923 2.8123 -0.10
H 2.7213 -1.8087 3.4118 0.14
H 1.1155 -2.5894 3.3863 0.12
H 2.7648 -3.6191 1.7252 0.13
H 1.5516 -0.7248 -0.1878 0.12
H 3.1516 0.0478 -0.1462 0.13
H 1.6028 1.0996 1.4992 0.10
H -2.0455 -0.9964 0.5080 0.14
H -2.4830 -1.0406 -2.3608 0.15
H -0.8923 -1.0805 -5.1030 0.13